1.
Computed, not measured: a cluster of 5 separate species, C21H53IN4O6PS in total, with the ωB97M-V functional and the def2-TZVPD basis.

```
87
Properties=species:S:1:pos:R:3:forces:R:3
C 3.89418 0.39014 0.51517 -0.07 0.10 0.06
C 2.61291 1.15993 0.23181 0.04 0.13 0.05
N 1.38650 0.36184 0.38513 0.07 -0.07 0.04
C 0.92737 -0.59390 -0.57971 -0.09 -0.01 0.17
S 1.96982 -0.79518 -2.05823 -0.13 -0.08 -0.10
C 0.68343 -1.96304 0.08567 0.01 0.06 0.15
C 1.99379 -2.58297 0.58402 -0.05 -0.02 0.00
C 1.68565 -3.90467 1.25853 0.01 0.36 0.02
O 1.76452 -4.96558 0.75676 0.09 -0.34 -0.17
I 1.00898 -3.67822 3.28699 -0.09 0.02 0.18
N -0.04422 -2.90672 -0.73013 0.11 0.06 -0.03
C -0.77998 -2.44532 -1.90641 0.06 -0.08 -0.05
C -1.30006 -0.99475 -1.86270 -0.05 -0.16 0.10
C -2.80683 -0.91628 -1.52014 -0.10 -0.18 0.16
C -3.25953 -0.06580 -0.34028 0.12 0.08 0.21
O -2.77559 -0.73840 0.83676 0.53 0.10 -0.04
C -4.78528 0.08892 -0.32592 -0.11 -0.14 0.17
N -5.44443 -1.13656 0.09564 0.00 -0.08 -0.17
N -0.50795 -0.11130 -0.93990 0.45 0.18 -0.23
P -0.34865 1.69229 -1.46866 -0.02 -0.22 0.14
C -0.87318 2.52340 0.08989 0.02 0.05 -0.02
C -1.83181 1.96611 -2.50650 -0.04 0.08 -0.02
H 3.75052 -0.14756 1.45246 0.26 0.00 -0.02
H 4.16285 -0.30302 -0.28220 -0.05 0.02 0.01
H 4.71950 1.08992 0.66076 0.02 -0.06 -0.04
H 2.51573 1.95387 0.97719 0.04 0.02 -0.06
H 2.62316 1.65752 -0.73801 -0.07 -0.16 -0.05
H 1.39425 -0.05028 1.31588 -0.07 0.06 -0.02
H 1.29423 0.05649 -2.84042 0.07 0.11 0.00
H 0.08897 -1.72309 0.98776 0.00 -0.02 -0.08
H 2.47114 -1.92326 1.30680 0.04 -0.04 -0.04
H 2.67713 -2.79150 -0.24529 -0.07 0.01 0.00
H 0.55888 -3.67130 -1.00646 -0.09 -0.03 0.05
H -1.64953 -3.09178 -2.02352 -0.02 0.04 -0.10
H -0.19071 -2.55805 -2.81630 0.07 0.05 0.08
H -1.11974 -0.60287 -2.86220 -0.11 0.01 -0.01
H -3.12553 -1.92432 -1.24698 -0.12 0.03 -0.07
H -3.37260 -0.64096 -2.41130 0.09 0.06 0.00
H -2.82287 0.94004 -0.32322 -0.15 -0.13 -0.30
H -2.57650 -0.10012 1.53125 -0.37 0.00 0.07
H -5.11597 0.35508 -1.33412 0.06 0.21 0.08
H -5.04505 0.92513 0.32730 -0.06 -0.04 -0.03
H -6.05579 -1.51975 -0.60944 -0.04 0.06 0.06
H -5.95233 -1.04427 0.96161 0.08 -0.02 0.00
H -0.95986 -0.14304 -0.01994 -0.20 -0.08 -0.05
H -1.03351 1.81027 0.89758 0.04 0.01 -0.01
H -1.79039 3.09285 -0.06349 0.05 0.05 -0.01
H -0.07523 3.19517 0.40697 -0.06 -0.02 0.01
H -1.61401 2.93063 -2.97755 -0.07 -0.02 0.00
H -2.77326 2.05382 -1.96486 0.06 -0.03 -0.09
H -1.93053 1.24203 -3.31471 0.06 0.07 0.01
C 3.35610 2.01810 4.89465 0.12 -0.02 -0.03
C 2.33563 1.27113 4.06411 0.02 0.00 0.03
O 2.84874 0.03272 3.56081 -0.20 0.03 0.03
H 4.25663 2.21725 4.31186 -0.01 0.01 0.00
H 2.95021 2.96621 5.24939 -0.02 -0.01 0.00
H 3.64361 1.42975 5.76903 -0.03 0.02 0.02
H 2.05890 1.85455 3.18359 -0.01 -0.01 0.01
H 1.42233 1.08623 4.63904 -0.01 0.02 -0.01
H 3.08413 -0.50889 4.32261 0.02 -0.07 -0.09
C 8.79060 2.15761 1.97928 -0.02 0.05 0.01
C 7.59296 1.58261 2.70736 0.00 -0.01 0.02
O 6.53223 2.52682 2.84327 -0.10 -0.04 -0.08
H 9.16160 3.04250 2.49605 0.01 -0.01 0.00
H 9.59602 1.42467 1.92104 0.00 -0.01 0.00
H 8.52494 2.44492 0.95882 0.01 -0.01 0.00
H 7.85914 1.30483 3.72660 0.01 -0.01 -0.01
H 7.23404 0.67911 2.20124 0.00 -0.01 0.01
H 6.26887 2.80722 1.96051 0.06 0.05 0.04
C 0.86755 -3.36324 -6.24515 -0.02 0.06 0.02
C -0.22673 -3.89571 -5.34344 -0.01 -0.02 0.00
O -1.22043 -2.91171 -5.04791 0.01 0.11 -0.02
H 1.35118 -2.49646 -5.79206 0.01 -0.01 0.00
H 1.62396 -4.12729 -6.42620 0.00 -0.01 0.00
H 0.46112 -3.05965 -7.21224 0.01 -0.01 -0.01
H 0.18268 -4.19276 -4.37684 0.00 -0.03 -0.01
H -0.69504 -4.77971 -5.78486 0.00 -0.01 0.01
H -1.62859 -2.64486 -5.87867 -0.01 -0.03 0.03
C -7.51861 2.63411 2.35694 0.04 -0.04 -0.02
C -8.16550 2.64200 0.98619 -0.02 0.02 -0.03
O -7.64869 1.62011 0.13431 0.07 -0.05 0.10
H -6.43754 2.75616 2.27109 0.00 0.01 0.01
H -7.90885 3.44304 2.97526 -0.01 0.00 0.00
H -7.71738 1.69314 2.87581 -0.01 0.01 0.01
H -7.96015 3.57826 0.46826 -0.01 0.01 0.01
H -9.25152 2.54602 1.07605 0.00 0.01 -0.01
H -7.84671 0.76964 0.54078 -0.05 0.02 -0.06
```
Forces are in eV/Å.

**2S+1**: 1
**Total charge**: +1
**HOMO level**: -11.60 eV
**E_tot**: -2539.3627 Eh
**Gap between HOMO and LUMO**: 9.456 eV
**Largest force on an atom**: 0.54 eV Å⁻¹

***

2.
Computed, not measured: a cluster of 2 separate species, C2H4O2S2 in total in a non-equilibrium geometry, with the ωB97M-V functional and the def2-TZVPD basis.

```
10
Properties=species:S:1:pos:R:3:forces:R:3
C -0.68360 1.59620 -0.87845 4.17 -0.10 -0.41
C -1.82231 1.04303 -0.81159 -1.38 -1.71 -2.17
O 0.45576 1.87686 -0.85002 -2.19 0.59 -0.31
O 2.60970 -0.07185 -0.31915 -0.71 -1.62 0.89
S 3.36412 1.36140 -0.42137 -0.94 1.66 -0.55
S 1.56975 -0.38914 1.02442 -0.48 0.16 -1.66
H -2.40473 1.46191 -0.10266 -2.19 1.04 2.36
H -2.28607 0.41495 -1.58033 0.55 0.34 0.32
H 0.41962 -0.38092 0.22122 1.00 -0.08 1.03
H 2.20637 2.02246 -0.89398 2.16 -0.29 0.50
```
Forces are in eV/Å.

**2S+1**: 1
**Energy above the lowest of the compared OMol25 structures with the same formula, charge and spin**: 355.8 kJ/mol
**HOMO level**: -8.79 eV
**E_tot**: -1025.3299 Eh
**Gap between HOMO and LUMO**: 9.082 eV
**Largest force on an atom**: 4.20 eV Å⁻¹

***

3.
Computed, not measured: an isolated molecule of C3H8N2O in a non-equilibrium geometry, with the ωB97M-V functional and the def2-TZVPD basis.

```
14
Properties=species:S:1:pos:R:3:forces:R:3
C -0.45029 -2.00391 -0.74378 5.93 -1.47 -0.73
N -0.77599 -0.71184 -0.86677 -0.57 0.10 -0.62
C 0.06551 0.51086 -0.80391 -1.26 1.12 2.57
C -0.18353 1.11580 0.64541 1.77 0.31 1.50
N 0.93276 0.48173 1.43284 0.81 1.28 0.85
O -0.69144 -2.93995 -1.51944 -1.35 1.51 1.77
H 0.50313 -2.03916 -0.10623 -1.26 -0.70 0.07
H -1.56340 -0.82596 -1.44742 -1.23 1.71 -1.49
H -0.25579 1.29500 -1.45540 -0.76 -0.17 -1.13
H 1.16751 0.48087 -0.94614 -0.84 -1.02 0.06
H -0.07578 2.25455 0.86671 -0.53 -1.64 -1.35
H -1.11072 0.78577 1.13366 0.02 0.09 -0.82
H 1.69700 1.20491 1.35828 -0.71 -1.43 0.38
H 0.74103 0.39133 2.45219 -0.01 0.28 -1.09
```
Forces are in eV/Å.

**2S+1**: 1
**Energy above the lowest of the compared OMol25 structures with the same formula, charge and spin**: 254.0 kJ/mol
**HOMO level**: -9.53 eV
**E_tot**: -303.7954 Eh
**Gap between HOMO and LUMO**: 10.384 eV
**Largest force on an atom**: 6.15 eV Å⁻¹

***

4.
Computed, not measured: a cluster of 5 separate species, H12NO4 in total, with the ωB97M-V functional and the def2-TZVPD basis.

```
17
Properties=species:S:1:pos:R:3:forces:R:3
N 0.24662 0.27801 -1.65653 0.23 -0.54 0.36
H -0.09340 0.01898 -0.71522 -0.53 0.42 0.12
H 0.31809 -0.61204 -2.18279 0.19 0.04 -0.17
H 1.14108 0.74029 -1.51761 0.35 0.18 -0.10
H -0.40572 0.92123 -2.08585 -0.18 0.10 -0.03
H -2.05508 -0.86514 4.52609 0.07 -0.23 -0.29
H -2.46652 0.53055 4.23696 -0.07 0.06 -0.24
O -2.20296 -0.27568 3.77497 0.02 0.26 0.50
H 0.70656 -3.10786 -2.27932 -0.01 0.35 0.21
H -0.12033 -2.64486 -3.44294 -0.13 0.24 -0.04
O 0.23348 -2.32575 -2.60286 0.13 -0.58 -0.26
H 3.55878 1.43947 -0.55739 0.32 0.26 0.09
H 3.01754 2.84688 -0.14654 0.15 -0.35 -0.09
O 2.80236 1.90450 -0.19255 -0.60 -0.08 -0.17
H -0.76559 0.85444 1.43971 -0.14 -0.15 0.18
H -2.11639 0.64735 0.72220 0.38 -0.24 0.14
O -1.18091 0.38689 0.70611 -0.18 0.27 -0.20
```
Forces are in eV/Å.

**2S+1**: 1
**Energy above the lowest of the compared OMol25 structures with the same formula, charge and spin**: 63.9 kJ/mol
**Total charge**: +1
**HOMO level**: -14.16 eV
**E_tot**: -362.6935 Eh
**Gap between HOMO and LUMO**: 11.186 eV
**Largest force on an atom**: 0.68 eV Å⁻¹